Entry 1:
ORCA calculation (ωB97M-V with the def2-TZVPD basis set) on an isolated molecule of C16H24FN3O.

Last column: natural (NBO) charge in e.
Element x y z (Å)
C -3.20963 -2.90300 0.29270  -0.601
C -1.83748 -3.45953 -0.06740  -0.393
C -0.72119 -2.48013 0.28236  -0.402
C 0.66350 -3.04040 -0.05753  -0.217
N 1.71471 -2.10579 0.27774  -0.632
C 2.18253 -1.23593 -0.66667  0.788
O 1.98762 -1.41540 -1.85366  -0.669
N 2.97704 -0.19337 -0.21332  -0.457
C 2.88179 0.34262 1.12752  -0.219
H 2.89298 -0.44587 1.88090  0.195
C 1.62390 1.20703 1.24713  -0.244
N 1.70040 2.29405 0.28788  -0.437
C 0.58959 3.23379 0.40786  -0.227
C -0.75639 2.61446 0.11741  -0.089
C -1.47903 1.98814 1.12797  -0.134
C -2.65355 1.31144 0.85207  -0.302
C -3.10269 1.27014 -0.45460  0.391
C -2.42024 1.89762 -1.47983  -0.279
C -1.24663 2.56717 -1.18362  -0.179
H -0.70782 3.06460 -1.97632  0.216
H -2.80396 1.85396 -2.48673  0.232
F -4.24367 0.60348 -0.73466  -0.326
H -3.21698 0.81980 1.62942  0.230
H -1.12388 2.03541 2.14727  0.203
H 0.61021 3.62932 1.42734  0.202
H 0.78514 4.05463 -0.28666  0.205
C 1.88495 1.80458 -1.07052  -0.244
C 3.11955 0.90432 -1.15409  -0.226
H 3.20752 0.48844 -2.15741  0.246
H 4.02331 1.46198 -0.90106  0.196
H 2.01207 2.66796 -1.72732  0.202
H 1.01867 1.21848 -1.42042  0.185
H 1.55908 1.63941 2.24930  0.201
H 0.73870 0.56592 1.08082  0.174
H 3.76410 0.96834 1.28869  0.212
H 1.77964 -1.86321 1.25143  0.382
H 0.73952 -3.22837 -1.12998  0.235
H 0.83754 -3.97532 0.48356  0.188
H -0.76479 -2.24693 1.35118  0.185
H -0.86913 -1.54798 -0.26942  0.205
H -1.67285 -4.39805 0.46748  0.192
H -1.80055 -3.67572 -1.13655  0.200
H -3.40421 -1.98108 -0.24935  0.208
H -3.98936 -3.61726 0.04012  0.209
H -3.27000 -2.69379 1.35899  0.196

Results
charge: 0
maximum force: 0.009 hartree/bohr
LUMO: 0.7070 eV
energy relative to the best compared isomer or geometry (same formula, charge and spin): 0.0 kcal/mol
HOMO-LUMO gap: 9.3 eV
highest occupied orbital energy: -0.31511 Eh
structure (SMILES): CCCCNC(=O)N1CCN(Cc2ccc(F)cc2)CC1



Entry 2:
ORCA calculation (ωB97M-V with the def2-TZVPD basis set) on a structure of composition C29H35N6O2RhSe.

Last column: Mulliken charge in e.
Element x y z (Å)
Rh 0.62771 -0.18064 -0.27399  0.300
C -1.15475 1.92639 -3.66654  -0.888
C -0.21860 1.43814 -2.74874  -0.553
N -0.51483 0.52013 -1.85076  0.275
C -1.78730 0.02860 -1.79622  0.302
C -2.78445 0.45583 -2.69621  0.999
C -2.42987 1.43275 -3.64797  -0.665
C -4.09026 -0.07036 -2.57283  -0.902
C -4.37705 -0.93638 -1.55098  -1.070
C -3.40105 -1.34606 -0.63241  -1.011
C -2.08583 -0.91135 -0.75013  0.481
N -1.02131 -1.20208 0.05868  0.499
C -0.92912 -2.13192 1.08265  0.512
C -1.80055 -3.21650 1.33318  -0.786
C -1.58817 -4.03022 2.42735  -1.377
C -0.52157 -3.80750 3.29216  -0.828
C 0.41138 -2.78232 3.04209  0.987
C 1.53997 -2.52502 3.85478  -1.063
C 2.41708 -1.48723 3.49678  -0.759
C 2.19007 -0.75675 2.36131  -0.771
N 1.11759 -0.98871 1.54557  0.582
C 0.21516 -1.96594 1.89680  0.699
H -0.85715 2.69076 -4.37033  0.427
H 0.80606 1.78812 -2.75323  0.418
H -3.17739 1.79160 -4.34445  0.422
H -4.85763 0.24398 -3.26818  0.410
H -5.38879 -1.30266 -1.43337  0.400
H -3.69312 -1.95806 0.20455  0.704
H -2.59842 -3.45246 0.64572  0.379
H -2.25731 -4.86338 2.60380  0.370
H -0.38722 -4.43212 4.16679  0.422
H 1.70328 -3.11830 4.74469  0.411
H 3.28328 -1.25753 4.10234  0.392
H 2.86954 0.02467 2.04781  0.300
O -1.93439 3.03713 0.04036  -0.640
C -0.83100 3.15432 0.50430  0.029
O -0.14779 2.13180 1.01960  -0.342
C -0.07470 4.47978 0.53829  0.698
N 1.31480 4.28364 0.95118  -0.329
C 1.70179 5.31706 1.93017  -0.694
C 0.53114 6.30087 1.96068  -0.564
C -0.65994 5.41154 1.60936  -0.854
H -0.17741 4.93541 -0.45064  0.244
H 1.95668 4.21592 0.17479  0.193
H 0.76094 2.47600 1.19286  0.375
H 2.64281 5.79042 1.65081  0.297
H 1.84178 4.85730 2.91159  0.277
H 0.65903 7.07425 1.20000  0.288
H 0.41903 6.78888 2.92797  0.365
H -1.52750 5.95565 1.24414  0.369
H -0.96171 4.82595 2.48101  0.350
C 0.39391 -6.36218 0.29157  -0.833
C 1.38079 -5.81199 -0.73236  -0.918
N 1.78020 -4.43618 -0.46794  0.514
C 2.84488 -4.25549 0.51113  -0.196
C 4.23696 -4.23840 -0.11372  -1.289
C 1.23518 -3.36370 -1.09938  1.118
C 0.01233 -3.58614 -1.94421  -1.714
N 1.70104 -2.16387 -1.02175  -0.371
H 0.13027 -7.39115 0.03987  0.441
H -0.51379 -5.76096 0.31790  0.053
H 0.82272 -6.35530 1.29434  0.291
H 0.95903 -5.88276 -1.73272  0.424
H 2.28696 -6.42318 -0.73123  0.368
H 2.76821 -5.07325 1.22941  0.511
H 2.66104 -3.33792 1.07337  -0.218
H 4.42355 -5.16255 -0.66339  0.348
H 4.99485 -4.13945 0.66398  0.431
H 4.34805 -3.40526 -0.80861  0.256
H 0.25904 -4.16035 -2.83861  0.580
H -0.36357 -2.61544 -2.25554  0.128
H -0.76398 -4.11924 -1.39372  0.227
H 2.55942 -2.09080 -0.48738  0.239
Se 2.57573 1.04335 -0.65748  -0.470

Results
charge: 0
maximum force: 0.015 hartree/bohr
LUMO (alpha / beta): -0.1440 / -1.6643 eV
energy relative to the best compared isomer or geometry (same formula, charge and spin): 0.0 kcal/mol
spin multiplicity: 5
HOMO-LUMO gap (alpha / beta): 4.5 / 4.9 eV
highest occupied orbital energy (alpha / beta): -0.17133 / -0.24193 Eh



Entry 3:
ORCA calculation (ωB97M-V with the def2-TZVPD basis set) on a structure of composition C14H19Cl3F6MoO2.

Last column: natural (NBO) charge in e.
Element x y z (Å)
C -0.75346 0.74741 -2.84337  -0.069
C -1.71617 -0.29625 -2.71915  -0.044
C -0.99931 -1.52730 -2.43079  -0.063
C -3.18277 -0.16027 -2.95003  -0.647
C 0.39860 -1.23286 -2.37539  -0.063
C 0.55714 0.19552 -2.52198  -0.064
C 1.67270 0.96187 -2.06365  -0.842
C -0.95765 2.13404 -3.32981  -0.626
C -1.55712 -2.90875 -2.38964  -0.634
C 1.51672 -2.20445 -2.33182  -0.631
Mo -0.72374 -0.11093 -0.68106  0.873
Cl -2.91995 -1.39166 0.10125  -0.572
Cl -1.93418 1.85705 -0.22548  -0.406
Cl 0.39727 -1.72356 0.68325  -0.414
H -3.49511 0.86712 -2.75407  0.226
H -3.73438 -0.81658 -2.26971  0.259
H -3.43181 -0.41597 -3.98539  0.189
H -2.60642 -2.91676 -2.08071  0.246
H -1.00005 -3.52984 -1.67821  0.233
H -1.46845 -3.37378 -3.38113  0.188
H 1.32425 -3.01127 -1.62614  0.236
H 2.42971 -1.68929 -2.04184  0.229
H 1.67970 -2.63436 -3.32590  0.192
H 2.62005 0.42350 -1.99224  0.201
H 1.51442 1.26707 -0.37981  0.503
H 1.64775 1.99899 -2.37953  0.198
H -1.99265 2.46636 -3.21974  0.221
H -0.68783 2.19724 -4.39418  0.196
H -0.30445 2.81826 -2.78414  0.235
O 0.77071 1.15007 0.29363  -0.958
H 1.15016 1.02934 1.22949  0.554
C -0.00742 -0.02602 3.96487  -0.670
C 1.28017 0.79326 3.97957  0.183
O 1.77686 1.06229 2.79529  -0.880
C 0.94597 2.14375 4.81972  0.926
F 0.34328 1.87130 6.03294  -0.369
F 2.04171 2.90467 5.07746  -0.344
F 0.06427 2.90833 4.11639  -0.338
C 2.34330 -0.06595 4.86932  0.927
F 1.77406 -0.51446 6.04009  -0.368
F 2.71168 -1.17262 4.16924  -0.338
F 3.46900 0.60733 5.19808  -0.342
H -0.73555 0.47777 3.32281  0.233
H -0.41760 -0.16675 4.96554  0.195
H 0.19660 -0.99292 3.49593  0.240

Results
charge: -2
maximum force: 0.046 hartree/bohr
LUMO (alpha / beta): 5.2072 / 5.1975 eV
energy relative to the best compared isomer or geometry (same formula, charge and spin): 0.0 kcal/mol
spin multiplicity: 3
HOMO-LUMO gap (alpha / beta): 6.0 / 6.0 eV
highest occupied orbital energy (alpha / beta): -0.02876 / -0.02841 Eh



Entry 4:
ORCA calculation (ωB97M-V with the def2-TZVPD basis set) on an isolated molecule of H5NOSSi.

Last column: natural (NBO) charge in e.
Element x y z (Å)
N -0.96289 -0.59119 0.56623  -1.309
O 0.14768 2.00516 0.28908  -1.068
Si 0.09167 0.38380 -0.38888  1.624
S 2.16797 -0.34661 0.09928  -0.482
H -1.73700 -1.00162 0.02064  0.403
H -1.18325 -0.21892 1.46605  0.417
H 1.03159 2.09850 0.53719  0.478
H 0.03060 0.58893 -1.84710  -0.190
H 1.63829 -1.47081 -0.00966  0.126

Results
charge: 0
maximum force: 0.074 hartree/bohr
LUMO: 0.6359 eV
energy relative to the best compared isomer or geometry (same formula, charge and spin): 11.9 kcal/mol
HOMO-LUMO gap: 10.1 eV
highest occupied orbital energy: -0.34804 Eh
structure (SMILES): N[Si@@H](O)S



Entry 5:
ORCA calculation (ωB97M-V with the def2-TZVPD basis set) on a structure of composition C3H3MgNaO4.

Last column: natural (NBO) charge in e.
Element x y z (Å)
C -1.41869 0.83318 0.48897  0.451
C -0.61585 0.61999 -0.76218  -0.187
O 0.71065 0.21928 -0.51661  -0.636
C 0.97537 -1.12453 -0.28126  0.917
O 0.91158 -1.63795 0.83482  -0.770
O 1.85683 -1.50266 -1.06879  -0.772
O -1.02634 0.55080 1.60163  -0.596
H -2.34581 1.42116 0.34321  0.154
H -0.53119 1.57445 -1.29843  0.243
H -1.16812 -0.12171 -1.36474  0.234
Mg 2.95884 0.51451 -0.61689  0.979
Na -0.30727 -1.34653 2.64028  0.983

Results
charge: +1
maximum force: 0.097 hartree/bohr
LUMO (alpha / beta): -3.5352 / -4.5671 eV
energy relative to the best compared isomer or geometry (same formula, charge and spin): 0.0 kcal/mol
spin multiplicity: 2
HOMO-LUMO gap (alpha / beta): 7.4 / 8.8 eV
highest occupied orbital energy (alpha / beta): -0.40262 / -0.49010 Eh



Entry 6:
ORCA calculation (ωB97M-V with the def2-TZVPD basis set) on a structure of composition C7H14N2O2PS.

Last column: natural (NBO) charge in e.
Element x y z (Å)
C 3.35998 1.84776 -0.31873  0.262
C 2.53998 -1.62814 0.26191  0.569
C 3.86047 0.49585 -0.23035  -0.324
C -3.26412 0.67332 1.35225  -0.602
C -2.28392 -1.79660 -1.14380  -0.699
C -2.77691 0.52749 -0.14123  -0.480
C -1.81911 -0.60456 -0.42830  0.010
N 2.12416 2.09383 -0.22412  -0.801
N 2.57365 -0.29134 -0.08159  -0.798
O 3.52559 -2.26405 0.30951  -0.506
O 0.38586 0.73119 1.27011  -0.951
P 1.23485 0.73425 -0.11398  1.943
S -0.09633 0.08357 -1.53543  -0.168
H 4.09692 2.59996 -0.63875  0.230
H 1.42923 -1.97037 0.55268  0.126
H 4.41770 0.38186 -1.15147  0.265
H 4.50043 0.07832 0.50274  0.291
H -4.14564 1.36869 1.46585  0.245
H -3.57611 -0.39422 1.54064  0.218
H -2.43641 1.17031 1.86671  0.216
H -3.04594 -1.53666 -1.91013  0.231
H -2.78373 -2.41990 -0.44646  0.262
H -1.53671 -2.43939 -1.63528  0.256
H -2.20694 1.54858 -0.27199  0.239
H -3.56849 0.39642 -0.93703  0.229
H -1.09583 -0.91054 0.33403  0.210
H 0.58735 1.52438 1.75218  0.527

Results
charge: +1
maximum force: 0.060 hartree/bohr
LUMO: -4.4780 eV
energy relative to the best compared isomer or geometry (same formula, charge and spin): 12.4 kcal/mol
HOMO-LUMO gap: 9.2 eV
highest occupied orbital energy: -0.50442 Eh



Question: Number 6 is which compound?
Answer: C7H14N2O2PS